[1]
The following is a DFT calculation (the ωB97M-V functional and the def2-TZVPD basis) of the molecule C17H23NO6.

Geometry as XYZ:
```
47
Properties=species:S:1:pos:R:3:nbo_charge:R:1
O 0.945 2.339 -0.594 -0.571
O -4.161 0.481 1.926 -0.484
O -4.636 -0.801 -0.269 -0.485
O 0.609 1.978 1.599 -0.525
O -0.253 0.374 -1.975 -0.493
O 4.177 2.287 1.361 -0.624
N 2.797 0.519 1.060 -0.611
C 3.072 1.793 1.385 0.665
C -1.957 1.156 1.137 -0.226
C -4.983 -1.506 -1.436 -0.254
C -0.997 1.137 0.120 -0.269
C -3.957 1.175 3.133 -0.251
C -3.165 0.507 0.998 0.210
C 3.718 -0.339 0.346 -0.060
C 2.886 -1.876 -1.393 -0.403
C -3.426 -0.198 -0.201 0.389
C -1.246 0.421 -1.058 0.428
C -2.467 -0.240 -1.199 -0.435
C 3.618 -1.774 0.876 -0.409
C 3.332 -0.428 -1.149 -0.430
C 0.266 1.879 0.286 0.776
C 2.549 -2.416 -0.004 -0.404
C 1.855 2.605 1.858 -0.169
C -0.470 -0.289 -3.196 -0.255
H 3.372 -1.795 1.936 0.217
H -3.815 2.247 2.962 0.175
H -1.309 0.146 -3.749 0.179
H -4.310 -2.352 -1.612 0.176
H 1.907 3.580 1.363 0.223
H 4.707 0.098 0.494 0.238
H 4.170 -0.155 -1.787 0.217
H 3.707 -2.456 -1.817 0.198
H -4.988 -0.853 -2.315 0.178
H -0.643 -1.361 -3.050 0.173
H 0.446 -0.146 -3.768 0.208
H -1.726 1.712 2.029 0.238
H -5.990 -1.880 -1.261 0.206
H -3.099 0.779 3.686 0.175
H 1.556 -2.080 0.299 0.188
H 2.569 -3.504 0.038 0.213
H 1.906 2.742 2.940 0.216
H 2.519 0.270 -1.353 0.232
H 1.838 0.207 1.085 0.393
H -4.864 1.021 3.715 0.202
H -2.669 -0.790 -2.102 0.229
H 2.041 -1.933 -2.076 0.205
H 4.571 -2.285 0.730 0.207
```

Properties
SMILES = COc1cc(OC)c(C(=O)OCC(=O)NC2CCCC2)cc1OC

---

[2]
The following is a DFT calculation (the ωB97M-V functional and the def2-TZVPD basis) of a cluster of 2 separate species, H8N2Si2 in total.

Geometry as XYZ:
```
12
Properties=species:S:1:pos:R:3:nbo_charge:R:1
Si 0.752 -0.377 0.003 1.691
Si -2.178 0.452 -0.938 1.049
N -0.580 0.655 -0.276 -1.541
N 2.111 0.296 -0.655 -1.321
H -2.269 0.476 -2.494 -0.171
H -0.282 1.641 -0.274 0.439
H -2.565 -1.078 -0.605 -0.169
H -3.098 1.617 -0.324 -0.152
H 0.472 -1.563 0.893 -0.188
H 2.082 -0.980 2.444 -0.028
H 2.923 -0.277 -0.639 0.363
H 2.631 -0.862 2.865 0.027
```

Properties
SMILES = [H]/N=[SiH]/N[SiH3].[H][H]

---

[3]
The following is a DFT calculation (the ωB97M-V functional and the def2-TZVPD basis) of a structure of composition CH5S3.

Geometry as XYZ:
```
9
Properties=species:S:1:pos:R:3:nbo_charge:R:1
S -0.723 1.563 -1.229 0.014
S 1.651 -0.947 1.289 -0.974
S 1.393 1.492 -0.901 -0.297
C -1.353 0.080 -0.424 -0.749
H -1.124 -0.839 -0.967 0.215
H -1.041 -0.016 0.610 0.250
H -2.443 0.157 -0.536 0.205
H 1.356 0.385 0.114 0.201
H 2.283 -1.875 2.044 0.134
```

Properties
total charge = -1

---

[4]
The following is a DFT calculation (the ωB97M-V functional and the def2-TZVPD basis) of a structure of composition C14H16N9O2SSeTa.

Geometry as XYZ:
```
44
Properties=species:S:1:pos:R:3:nbo_charge:R:1
Ta 0.607 -0.560 0.391 2.295
Se 0.107 -4.553 0.905 1.318
S 0.410 -0.613 2.828 0.007
O 2.942 -3.475 -0.274 -0.449
O 2.008 -1.363 -0.407 -0.792
N 3.780 -1.709 0.961 -0.471
N -1.224 -4.855 -0.176 -0.477
N -0.647 1.280 1.004 -0.387
N -1.178 -1.294 -0.590 -0.619
N -1.335 0.576 4.397 -0.664
N -0.018 -2.744 0.664 -0.798
N 3.383 -0.444 1.453 -0.636
N -1.331 1.295 2.202 -0.403
N 0.841 1.032 -1.026 -0.616
C 1.268 3.141 -2.808 -0.024
C 0.050 2.154 -0.998 0.117
C -0.987 -2.588 -0.205 0.313
C 1.826 0.982 -1.958 0.137
C -1.938 3.256 0.246 -0.730
C -0.861 0.518 3.184 0.384
C -2.164 -1.092 -1.476 0.182
C -1.679 -3.710 -0.687 0.097
C -2.950 -2.148 -1.976 -0.257
C -0.889 2.209 0.132 0.409
C -2.726 -3.463 -1.618 0.005
C 2.072 2.022 -2.845 -0.193
C 0.227 3.198 -1.865 -0.142
C 3.008 -2.362 0.076 0.889
H -3.737 -1.902 -2.677 0.298
H 3.506 -0.448 2.464 0.414
H -2.267 3.576 -0.742 0.295
H 4.007 0.272 1.081 0.411
H 1.431 3.969 -3.489 0.294
H -1.541 4.142 0.758 0.315
H -2.337 -0.078 -1.814 0.241
H 2.410 0.077 -2.007 0.257
H -0.977 -0.030 5.128 0.469
H 4.608 -2.174 1.320 0.462
H -1.992 2.044 2.386 0.446
H -2.818 2.909 0.787 0.263
H -0.409 4.073 -1.817 0.279
H -2.063 1.226 4.681 0.459
H 2.884 1.932 -3.555 0.298
H -3.308 -4.278 -2.035 0.303
```

Properties
total charge = +4

---

Number 1: HOMO-LUMO gap 8.5992 eV, LUMO level 0.51 eV. Number 2: HOMO-LUMO gap 9.4331 eV, LUMO level 0.25 eV. Number 3: HOMO-LUMO gap 6.8203 eV, LUMO level 3.39 eV. Number 4: HOMO-LUMO gap 7.0374 eV, LUMO level -14.85 eV.